# C7H8O

One molecule with the formula C7H8O in a non-equilibrium geometry (ωB97M-V/def2-TZVPD, the Open Molecules 2025 dataset).

ORCA input file:
```
! wB97M-V def2-TZVPD RIJCOSX def2/J DEFGRID3
* xyz 0 1
C 0.351 1.295 1.071
C 0.543 1.778 -0.341
C -1.385 -1.645 0.472
C -1.149 -1.062 -0.662
C 1.094 0.192 1.339
C 0.274 0.937 -1.325
C 0.111 -0.629 -1.086
O 0.978 -1.475 -1.019
H -0.638 1.641 1.441
H 0.886 2.777 -0.627
H -2.324 -2.048 0.798
H -0.477 -1.967 1.006
H -1.794 -0.605 -1.428
H 1.190 -0.422 2.205
H 1.912 -0.037 0.532
H 0.427 1.270 -2.377
*
```

SMILES: C=C/C=C\C(=O)C=C
LUMO energy in eV: 0.64
ΔE to the lowest compared entry with this formula, charge and spin in eV: 4.183
Orbital gap in eV: 10.2
E_HOMO in eV: -9.60
Molecular weight in g mol⁻¹: 108.140